# 1
DFT (wB97M-V/def2-TZVPD) results for a 2-piece molecular cluster, C4H11ClN2 overall at a distorted geometry.

Element x y z (Å)
H 1.547 1.179 -2.364
N 1.525 0.718 -1.429
N 0.372 0.390 -1.106
C 0.076 -0.285 0.138
C 1.371 -0.758 0.818
C -0.603 0.604 1.134
C -0.905 -1.407 -0.231
H 1.516 -0.825 1.887
H 1.618 -1.719 0.500
H 2.128 -0.143 0.441
H -1.356 1.300 0.587
H -0.135 1.399 1.788
H -1.139 -0.090 1.813
H -1.933 -0.830 -0.355
H -0.771 -2.004 -1.096
H -1.149 -2.013 0.578
Cl -1.303 3.273 -2.656
H -0.947 2.063 -2.528

Cartesian forces (eV/Å) of the 6 atoms listed first:
-0.63 -0.27 0.57
-0.44 -0.68 0.91
0.03 1.77 -2.40
2.19 -1.18 1.60
-0.39 -0.33 -0.01
-2.84 2.76 0.21

Results
Structure (SMILES)   [H]/N=N/C(C)(C)C.Cl
Multiplicity   1
HOMO-LUMO gap   10.0 eV
Energy relative to the best compared isomer or geometry (same formula, charge and spin)   31.0 kJ/mol

Löwdin atomic charges, in units of e:
1. H 0.07
2. N 0.10
3. N -0.03
4. C -0.64
5. C -0.05
6. C -0.08
7. C -0.04
8. H 0.09
9. H 0.06
10. H 0.03
11. H 0.10
12. H 0.10
13. H 0.09
14. H 0.12
15. H 0.06
16. H 0.05
17. Cl 0.27
18. H -0.31

=====

# 2
DFT (wB97M-V/def2-TZVPD) results for a 2-piece molecular cluster, C5H14S overall at a distorted geometry.

Element x y z (Å)
C 1.043 0.626 -2.165
C -0.488 0.652 -2.186
C -1.183 -0.704 -2.174
H 1.440 0.521 -3.163
H 1.455 -0.199 -1.592
H 1.396 1.551 -1.711
H -0.857 1.238 -1.339
H -0.823 1.197 -3.074
H -0.884 -1.411 -2.947
H -1.258 -1.095 -1.161
H -2.241 -0.551 -2.384
C 1.390 0.123 3.520
S 0.181 0.883 2.372
C -0.855 -0.506 1.776
H 0.968 -0.796 3.927
H 2.279 -0.145 2.956
H 1.501 0.847 4.315
H -1.067 -0.239 0.752
H -1.708 -0.572 2.424
H -0.289 -1.420 1.855

Cartesian forces (eV/Å) of the 6 atoms listed first:
-0.35 0.08 0.29
0.00 -0.04 -0.22
-1.14 0.50 0.12
0.18 0.10 -0.35
-0.12 -0.14 0.27
0.26 0.01 -0.18

Results
Structure (SMILES)   CCC.CSC
Multiplicity   1
HOMO-LUMO gap   9.5 eV
Energy relative to the best compared isomer or geometry (same formula, charge and spin)   51.6 kJ/mol

Löwdin atomic charges, in units of e:
1. C -0.12
2. C -0.32
3. C -0.13
4. H 0.06
5. H 0.07
6. H 0.07
7. H 0.09
8. H 0.10
9. H 0.07
10. H 0.04
11. H 0.06
12. C -0.42
13. S 0.71
14. C -0.40
15. H 0.03
16. H 0.02
17. H 0.02
18. H -0.02
19. H 0.02
20. H 0.03

=====

# 3
DFT (wB97M-V/def2-TZVPD) results for a 2-piece molecular cluster, C4H12N2O2 overall at a distorted geometry.

Element x y z (Å)
C -2.298 -1.286 0.240
O -1.205 -1.020 1.120
C -0.623 0.190 1.055
C 0.417 0.374 2.115
O -1.064 1.104 0.310
H -2.960 -1.985 0.747
H -1.911 -1.708 -0.690
H -2.821 -0.365 -0.018
H 1.163 1.103 1.812
H 0.864 -0.579 2.384
H -0.080 0.804 2.985
N 0.695 0.379 -2.369
C 1.133 -0.096 -1.049
N 2.180 0.714 -0.487
H 0.177 1.248 -2.244
H 0.040 -0.275 -2.786
H 1.487 -1.127 -1.156
H 0.026 0.077 -0.525
H 2.954 0.799 -1.140
H 1.826 1.649 -0.306

Cartesian forces (eV/Å) of the 6 atoms listed first:
-0.06 0.34 -0.42
0.47 0.31 0.21
-2.41 2.16 -0.40
-0.04 0.10 -0.09
0.40 -1.54 2.28
0.15 0.00 -0.04

Results
Structure (SMILES)   COC(C)=O.NCN
Multiplicity   1
HOMO-LUMO gap   9.4 eV
Energy relative to the best compared isomer or geometry (same formula, charge and spin)   274.3 kJ/mol

Löwdin atomic charges, in units of e:
1. C -0.03
2. O -0.05
3. C -0.56
4. C 0.02
5. O 0.00
6. H 0.09
7. H 0.09
8. H 0.09
9. H 0.07
10. H 0.10
11. H 0.10
12. N -0.02
13. C -0.39
14. N 0.01
15. H 0.06
16. H 0.05
17. H 0.11
18. H 0.10
19. H 0.07
20. H 0.07

=====

# 4
DFT (wB97M-V/def2-TZVPD) results for a 2-piece molecular cluster, C4H11N3O overall at a distorted geometry.

Element x y z (Å)
C -0.615 1.899 -0.738
C 0.654 2.392 -0.099
O 0.790 3.503 0.379
N 1.811 1.646 -0.398
N 1.809 0.608 -1.335
N 3.076 2.229 -0.136
H -0.525 1.473 -1.732
H -1.292 2.744 -0.840
H -1.047 1.152 -0.077
H 2.423 0.825 -2.120
H 2.256 -0.199 -0.899
H 3.102 3.182 -0.501
H 3.196 2.310 0.872
C -2.831 -4.168 0.677
C -2.203 -3.706 1.763
H -3.551 -3.582 0.121
H -2.978 -5.231 0.538
H -2.314 -2.673 2.069
H -1.758 -4.403 2.458

Cartesian forces (eV/Å) of the 6 atoms listed first:
-0.64 0.07 0.51
1.56 0.62 -2.71
-0.36 -0.58 0.75
0.07 0.62 0.51
0.11 -0.63 0.29
-0.17 -0.16 0.16

Results
Structure (SMILES)   CC(=O)N(N)N.C=C
Multiplicity   1
HOMO-LUMO gap   10.4 eV
Energy relative to the best compared isomer or geometry (same formula, charge and spin)   341.1 kJ/mol

Löwdin atomic charges, in units of e:
1. C -0.01
2. C -0.47
3. O 0.04
4. N -0.24
5. N 0.05
6. N 0.06
7. H 0.07
8. H 0.08
9. H 0.08
10. H 0.09
11. H 0.09
12. H 0.08
13. H 0.08
14. C -0.08
15. C -0.08
16. H 0.04
17. H 0.04
18. H 0.04
19. H 0.04